[1]
Computed, not measured: the molecule C4H4O3 in a non-equilibrium geometry, with ωB97M-V/def2-TZVPD.

Atoms and positions in Å:
1 O -0.944 1.168 0.807
2 C -0.294 1.120 -0.411
3 C -0.699 -0.136 0.112
4 C -0.552 -1.385 0.804
5 O -1.593 -1.102 -0.195
6 C 1.748 0.269 -0.840
7 O 1.114 1.359 -0.475
8 H -0.794 1.619 -1.236
9 H 0.158 -2.170 0.560
10 H -0.942 -1.351 1.821
11 H 2.798 0.609 -0.948

Results
- F_max (eV Å⁻¹) = 1.0
- multiplicity = 1
- relative energy (zero: lowest compared OMol25 entry of this formula, charge and spin) (kcal/mol) = 144.9
- energy (eV) = -10348.927

[2]
Computed, not measured: the molecule C4H4O3 in a non-equilibrium geometry, with ωB97M-V/def2-TZVPD.

Atoms and positions in Å:
1 O 1.717 -1.212 -0.754
2 C 0.689 -1.259 -0.114
3 C -0.175 -0.023 0.007
4 C -1.419 -0.022 0.798
5 O -1.769 -0.953 1.492
6 C 0.629 1.121 -0.483
7 O -0.449 1.120 -1.295
8 H 0.444 -2.165 0.461
9 H -2.010 0.898 0.680
10 H 0.885 1.992 0.104
11 H 1.457 0.503 -0.896

Results
- F_max (eV Å⁻¹) = 2.6
- SMILES string = O=CC1(C=O)CO1
- multiplicity = 1
- relative energy (zero: lowest compared OMol25 entry of this formula, charge and spin) (kcal/mol) = 88.6
- energy (eV) = -10351.369

[3]
Computed, not measured: the molecule C4H4O3S in a non-equilibrium geometry, with ωB97M-V/def2-TZVPD.

Atoms and positions in Å:
1 O -3.356 0.051 0.082
2 C -2.262 -0.822 -0.086
3 C -0.965 -0.106 -0.078
4 C -0.655 1.203 -0.088
5 O 0.713 1.298 -0.039
6 C 1.214 0.048 -0.006
7 S 2.808 -0.350 0.059
8 O 0.190 -0.820 -0.035
9 H -3.273 0.309 1.035
10 H -2.485 -1.307 -1.057
11 H -2.300 -1.679 0.594
12 H -1.232 2.094 -0.038

Results
- F_max (eV Å⁻¹) = 2.1
- SMILES string = OCc1coc(=S)o1
- multiplicity = 1
- relative energy (zero: lowest compared OMol25 entry of this formula, charge and spin) (kcal/mol) = 37.8
- energy (eV) = -21189.069

[4]
Computed, not measured: a structure of composition C4H4O3S in a non-equilibrium geometry, with ωB97M-V/def2-TZVPD.

Atoms and positions in Å:
1 C 0.111 0.106 0.272
2 C -0.820 -1.040 0.338
3 C -0.986 1.106 -0.110
4 C 1.029 -0.051 -0.924
5 H 1.779 0.703 1.062
6 H -1.027 -1.280 1.377
7 H -0.511 -1.931 -0.200
8 H 0.492 -0.393 -1.843
9 O 0.918 0.404 1.407
10 O -0.991 2.323 -0.162
11 O 2.220 0.182 -0.872
12 S -2.214 -0.127 -0.345

Results
- F_max (eV Å⁻¹) = 3.3
- multiplicity = 1
- relative energy (zero: lowest compared OMol25 entry of this formula, charge and spin) (kcal/mol) = 28.9
- energy (eV) = -21189.457

[5]
Computed, not measured: the molecule C4H4O3S, with ωB97M-V/def2-TZVPD.

Atoms and positions in Å:
1 O -0.088 -1.014 2.939
2 C 0.103 -0.731 1.783
3 O 1.179 -1.187 1.147
4 C -0.811 0.141 1.009
5 C -0.674 0.545 -0.261
6 O 0.350 0.140 -1.050
7 C 0.493 0.573 -2.340
8 S -0.497 1.532 -3.169
9 H 1.591 -1.722 1.837
10 H -1.695 0.374 1.585
11 H -1.371 1.211 -0.751
12 H 1.420 0.137 -2.727

Results
- F_max (eV Å⁻¹) = 0.9
- SMILES string = O=C(O)/C=C\OC=S
- multiplicity = 1
- relative energy (zero: lowest compared OMol25 entry of this formula, charge and spin) (kcal/mol) = 28.0
- energy (eV) = -21189.496

[6]
Computed, not measured: the molecule C4H4O4 in a non-equilibrium geometry, with ωB97M-V/def2-TZVPD.

Atoms and positions in Å:
1 O 0.566 2.782 -1.728
2 C 0.718 1.771 -1.151
3 O 1.851 1.072 -0.750
4 C 1.496 -0.023 -0.083
5 C 0.153 -0.084 0.069
6 C -0.781 -0.969 0.843
7 O -1.662 -1.443 -0.105
8 O -0.359 0.955 -0.735
9 H 2.274 -0.827 0.135
10 H -0.238 -1.662 1.501
11 H -1.373 -0.449 1.604
12 H -2.645 -1.123 0.401

Results
- F_max (eV Å⁻¹) = 6.4
- SMILES string = O=c1occ(CO)o1
- multiplicity = 1
- relative energy (zero: lowest compared OMol25 entry of this formula, charge and spin) (kcal/mol) = 62.2
- energy (eV) = -12400.606

[7]
Computed, not measured: the molecule C4H4O4 in a non-equilibrium geometry, with ωB97M-V/def2-TZVPD.

Atoms and positions in Å:
1 C -0.867 0.165 1.638
2 C 0.921 -0.208 -1.734
3 C -0.661 0.116 0.141
4 C 0.532 -0.224 -0.291
5 O -2.008 0.428 2.007
6 O 1.956 -0.800 -1.991
7 O -1.743 0.486 -0.548
8 O 1.466 -0.747 0.572
9 H 0.138 0.079 2.107
10 H 0.311 0.488 -2.341
11 H -2.413 0.748 0.225
12 H 2.368 -0.530 0.214

Results
- F_max (eV Å⁻¹) = 10.1
- multiplicity = 3
- relative energy (zero: lowest compared OMol25 entry of this formula, charge and spin) (kcal/mol) = 0.0
- energy (eV) = -12398.232

[8]
Computed, not measured: a structure of composition C4H4O5Tl in a non-equilibrium geometry, with ωB97M-V/def2-TZVPD.

Atoms and positions in Å:
1 O -1.280 -1.017 -0.587
2 C -0.633 0.000 -0.029
3 C -2.697 -0.861 -0.359
4 O 0.556 0.299 -0.548
5 O -1.463 0.996 0.261
6 C -2.808 0.644 -0.122
7 H -2.979 -1.459 0.515
8 H -3.231 -1.213 -1.245
9 H -3.472 0.908 0.705
10 H -3.065 1.203 -1.028
11 Tl 3.195 0.649 -1.361
12 O 2.640 -0.211 0.653
13 C 1.542 -0.421 1.050
14 O 0.506 -0.624 1.697

Results
- F_max (eV Å⁻¹) = 7.7
- charge = +1
- multiplicity = 1
- relative energy (zero: lowest compared OMol25 entry of this formula, charge and spin) (kcal/mol) = 0.0
- energy (eV) = -19136.244

[9]
Computed, not measured: a structure of composition C4H4O5Tl in a non-equilibrium geometry, with ωB97M-V/def2-TZVPD.

Atoms and positions in Å:
1 O -0.028 -0.340 1.177
2 C -1.005 -0.923 2.037
3 O -0.998 -2.171 1.795
4 O -1.644 -0.224 2.780
5 C -0.231 0.933 0.557
6 C 0.647 0.937 -0.661
7 H 0.062 1.722 1.263
8 H -1.288 1.058 0.288
9 H 0.316 1.613 -1.452
10 H 1.714 1.017 -0.432
11 O 0.937 -0.065 -3.529
12 O 0.576 -0.681 -1.371
13 C 0.767 -0.796 -2.635
14 Tl 0.176 -2.081 0.184

Results
- F_max (eV Å⁻¹) = 7.9
- charge = +2
- multiplicity = 2
- relative energy (zero: lowest compared OMol25 entry of this formula, charge and spin) (kcal/mol) = 122.5
- energy (eV) = -19117.106

[10]
Computed, not measured: a structure of composition C4H4OS in a non-equilibrium geometry, with ωB97M-V/def2-TZVPD.

Atoms and positions in Å:
1 C -0.126 -0.302 0.109
2 C -0.756 1.045 -0.150
3 C 2.511 -1.307 -0.546
4 C -2.282 0.603 -0.012
5 O -0.334 2.142 -0.402
6 S -1.648 -1.094 0.042
7 H 3.075 -0.358 -0.219
8 H 2.637 -1.898 0.315
9 H -2.769 0.891 0.857
10 H -3.083 1.001 -0.695

Results
- F_max (eV Å⁻¹) = 2.5
- multiplicity = 1
- relative energy (zero: lowest compared OMol25 entry of this formula, charge and spin) (kcal/mol) = 191.2
- energy (eV) = -17086.852

[11]
Computed, not measured: the molecule C4H4OS in a non-equilibrium geometry, with ωB97M-V/def2-TZVPD.

Atoms and positions in Å:
1 C 1.203 2.145 -0.148
2 C 0.630 1.094 0.123
3 C -0.134 -0.111 0.420
4 S -1.827 -0.074 -0.002
5 C 0.688 -1.195 -0.292
6 O 1.830 -1.474 0.052
7 H 1.861 3.015 -0.278
8 H -0.065 -0.297 1.505
9 H -1.656 0.455 -1.248
10 H 0.126 -1.794 -0.974

Results
- F_max (eV Å⁻¹) = 3.5
- SMILES string = C#C[C@@H](S)C=O
- multiplicity = 1
- relative energy (zero: lowest compared OMol25 entry of this formula, charge and spin) (kcal/mol) = 59.2
- energy (eV) = -17092.580

[12]
Computed, not measured: a structure of composition C4H4OY in a non-equilibrium geometry, with ωB97M-V/def2-TZVPD.

Atoms and positions in Å:
1 H 2.836 0.629 -0.039
2 C 1.867 0.122 -0.050
3 C 0.957 0.409 -0.917
4 C -0.292 0.511 -1.444
5 H -0.571 -0.150 -2.271
6 H -0.763 1.498 -1.504
7 C -1.292 -0.835 1.125
8 O -1.290 0.035 2.062
9 Y 0.868 -1.003 2.174
10 H -2.319 -1.215 0.864

Results
- F_max (eV Å⁻¹) = 3.4
- multiplicity = 2
- energy (eV) = -7296.061

Number 10 is which compound? C4H4OS